The following is a DFT calculation (ωB97M-V/def2-TZVPD) of a molecular structure, C36H69KN10O2SSi3.

Each line ends with the Mulliken charge.
Cartesian coordinates (Å):
K: -1.22 0.01 1.02  1.65
C: 1.48 -1.93 1.49  -0.74
N: 2.09 -1.53 2.74  0.31
C: 3.47 -1.93 2.94  -0.49
C: 3.85 -1.13 4.18  -0.88
N: 2.97 0.02 4.08  0.09
C: 2.96 0.95 5.20  -1.04
C: 1.89 -0.25 3.25  -0.18
N: 0.87 0.43 2.94  0.44
C: 0.63 1.76 3.45  -0.73
C: -0.39 2.50 2.57  -1.38
N: -1.72 1.96 2.69  0.26
C: -2.66 2.46 3.39  -0.46
N: -3.90 1.84 3.46  0.30
C: -4.34 0.98 2.38  -0.92
C: -4.88 2.76 3.99  -0.58
C: -4.02 3.71 4.81  -0.88
N: -2.73 3.62 4.16  0.09
C: -1.60 4.26 4.80  -0.97
H: 1.43 -3.02 1.44  0.36
H: 2.05 -1.55 0.64  0.24
H: 0.47 -1.52 1.45  -0.35
H: 4.09 -1.66 2.08  0.25
H: 3.54 -3.01 3.09  0.41
H: 4.89 -0.82 4.18  0.43
H: 3.65 -1.70 5.10  0.37
H: 3.77 0.66 5.87  0.46
H: 2.03 0.92 5.76  0.30
H: 3.15 1.97 4.88  0.29
H: 1.54 2.37 3.47  0.46
H: 0.23 1.72 4.47  0.29
H: -0.06 2.35 1.54  -0.11
H: -0.33 3.57 2.79  0.54
H: -3.49 0.42 1.99  -0.28
H: -4.79 1.55 1.57  0.52
H: -5.08 0.27 2.76  0.35
H: -5.63 2.23 4.59  0.39
H: -5.40 3.29 3.19  0.30
H: -3.96 3.39 5.86  0.40
H: -4.39 4.74 4.79  0.41
H: -1.97 4.78 5.69  0.45
H: -1.13 5.01 4.16  0.29
H: -0.84 3.54 5.12  0.26
C: -2.07 2.78 -0.89  -1.22
O: -2.18 1.38 -0.80  0.64
Si: -2.20 0.40 -2.19  0.35
C: -3.60 1.11 -3.27  -1.53
C: -0.61 0.85 -3.13  -0.71
C: -2.34 -1.28 -1.50  0.82
Si: -1.30 -2.60 -2.24  -0.01
C: 0.56 -2.17 -2.24  0.43
C: -1.66 -3.12 -4.04  -1.22
C: -1.37 -4.21 -1.23  -0.94
Si: -4.04 -1.82 -1.03  0.13
C: -4.89 -3.04 -2.22  -1.22
C: -5.27 -0.37 -0.85  -0.81
C: -4.06 -2.67 0.67  -0.59
H: -2.76 3.20 -1.64  0.34
H: -1.05 3.08 -1.16  0.13
H: -2.31 3.22 0.08  0.14
H: -3.24 1.79 -4.05  0.41
H: -4.31 1.66 -2.65  0.36
H: -4.15 0.30 -3.76  0.31
H: -0.65 1.89 -3.48  0.53
H: -0.48 0.22 -4.02  0.38
H: 0.27 0.73 -2.49  -0.47
H: 0.78 -1.40 -2.98  -0.68
H: 1.16 -3.05 -2.48  0.54
H: 0.87 -1.79 -1.26  -0.55
H: -1.67 -2.25 -4.70  0.31
H: -2.63 -3.61 -4.12  0.32
H: -0.90 -3.82 -4.42  0.38
H: -0.87 -4.08 -0.26  0.05
H: -0.87 -5.03 -1.76  0.41
H: -2.40 -4.51 -1.03  0.25
H: -4.93 -2.63 -3.23  0.29
H: -5.91 -3.28 -1.92  0.36
H: -4.33 -3.98 -2.28  0.30
H: -5.82 -0.19 -1.78  0.35
H: -4.72 0.55 -0.61  -0.23
H: -6.00 -0.55 -0.06  0.45
H: -3.28 -3.44 0.72  0.18
H: -5.02 -3.14 0.89  0.51
H: -3.85 -1.95 1.47  -0.15
C: 4.44 -1.54 -5.81  -1.45
C: 4.35 -1.26 -4.31  -0.16
C: 3.21 -0.30 -3.98  -0.84
N: 3.14 -0.06 -2.55  0.33
C: 2.80 1.05 -1.90  -0.96
S: 2.32 1.03 -0.31  -0.11
N: 2.81 2.25 -2.61  0.34
C: 3.73 2.78 -3.50  0.06
O: 3.41 3.72 -4.19  -0.63
C: 5.10 2.20 -3.54  0.49
C: 5.76 1.73 -2.40  0.08
C: 7.06 1.25 -2.50  -0.80
C: 7.71 1.24 -3.72  -0.40
C: 7.07 1.73 -4.85  -0.60
C: 5.78 2.22 -4.76  -0.50
H: 5.26 -2.23 -6.01  0.40
H: 4.62 -0.62 -6.36  0.32
H: 3.51 -1.99 -6.17  0.37
H: 5.29 -0.82 -3.96  0.11
H: 4.19 -2.19 -3.77  0.45
H: 2.26 -0.73 -4.33  0.46
H: 3.35 0.64 -4.51  0.46
H: 3.04 -0.89 -1.98  0.33
H: 2.08 2.89 -2.35  0.21
H: 5.27 1.75 -1.44  0.45
H: 7.57 0.90 -1.61  0.42
H: 8.72 0.85 -3.80  0.39
H: 7.59 1.75 -5.81  0.41
H: 5.27 2.63 -5.62  0.46
N: -2.62 -2.47 4.88  -0.06
C: -2.14 -3.56 4.22  -0.76
C: -1.51 -3.07 3.11  -0.56
N: -1.61 -1.70 3.09  0.61
C: -2.27 -1.37 4.17  -0.83
H: -3.15 -2.49 5.74  0.21
H: -2.28 -4.57 4.57  0.43
H: -1.01 -3.61 2.32  0.26
H: -2.52 -0.36 4.45  0.43

As for the spin multiplicity: 1. The gap between HOMO and LUMO comes out at 6.2 eV. As for the net charge: 0. For the energy above the lowest of the compared OMol25 structures with the same formula, charge and spin, the calculation gives 6.5 kcal per mole. The calculation puts the electronic energy at -108246.3004 eV.

***

The following is a DFT calculation (ωB97M-V/def2-TZVPD) of a single C3H7O2P molecule at a distorted geometry.

Each line ends with the natural charge from an NBO analysis.
Cartesian coordinates (Å):
C: -1.98 0.72 -0.09  0.22
C: 1.69 -0.31 0.69  -0.60
C: 0.96 -0.41 -0.63  -0.76
O: -1.72 -0.02 -1.22  -0.79
O: -1.49 -0.14 0.96  -0.77
P: -0.77 -1.17 -0.44  1.32
H: -1.58 1.77 -0.17  0.14
H: -3.06 0.99 0.21  0.15
H: 1.25 0.31 1.43  0.22
H: 1.73 -1.22 1.17  0.20
H: 2.59 -0.05 0.37  0.21
H: 1.67 -1.05 -1.21  0.23
H: 0.71 0.58 -1.07  0.23

As for the spin multiplicity: 1. The gap between HOMO and LUMO comes out at 9.2 eV. As for the net charge: 0. For the energy above the lowest of the compared OMol25 structures with the same formula, charge and spin, the calculation gives 47.3 kcal per mole. The calculation puts the electronic energy at -16606.6359 eV.

***

The following is a DFT calculation (ωB97M-V/def2-TZVPD) of 2 unconnected molecules or ions with the total composition C9H17NO8P2S at a distorted geometry.

Each line ends with the natural charge from an NBO analysis.
Cartesian coordinates (Å):
C: 4.02 -0.80 0.58  -0.74
C: 3.19 -1.95 -0.24  0.77
O: 3.71 -3.20 -0.25  -0.55
O: 1.90 -1.78 -0.92  -0.55
C: 1.77 -0.45 -1.54  -0.11
C: 1.18 0.72 -0.55  -0.50
C: -0.41 0.58 -0.17  -0.08
N: -1.47 0.62 -1.24  -0.46
C: -2.69 0.33 -0.61  0.26
C: -2.47 0.00 1.02  -0.66
P: -3.75 -1.10 1.91  2.17
O: -4.34 -0.21 3.12  -1.06
O: -5.08 -1.59 0.89  -0.98
O: -2.94 -2.47 2.69  -0.95
C: -0.93 -0.62 0.82  -0.47
P: -1.30 -2.25 -0.19  0.73
S: -0.42 -3.79 0.61  -0.46
H: 3.29 -0.39 1.43  0.23
H: 4.94 -1.28 1.17  0.28
H: 4.35 0.03 -0.18  0.27
H: 1.09 -0.43 -2.52  0.20
H: 2.84 -0.09 -1.89  0.24
H: 1.79 0.86 0.45  0.26
H: 1.30 1.75 -1.14  0.34
H: -0.65 1.54 0.49  0.24
H: -1.36 0.83 -2.26  0.48
H: -3.73 0.28 -1.15  0.29
H: -2.34 0.95 1.74  0.35
H: -5.95 -1.43 1.39  0.54
H: -3.13 -2.37 3.69  0.54
H: -0.27 -0.76 1.78  0.32
H: -0.67 -2.04 -1.49  0.01
H: -2.71 -2.45 -0.44  0.00
C: 2.36 4.34 -1.67  0.93
O: 2.30 5.40 -2.34  -0.81
O: 2.03 4.55 -0.41  -0.76
O: 2.67 3.17 -2.00  -0.83
H: 1.88 5.51 -0.59  0.49

As for the spin multiplicity: 1. The gap between HOMO and LUMO comes out at 3.5 eV. As for the net charge: 0. The calculation puts the electronic energy at -56884.2306 eV.

***

Please write out number 2 again, unchanged.
The following is a DFT calculation (ωB97M-V/def2-TZVPD) of a single C3H7O2P molecule at a distorted geometry.

Each line ends with the natural charge from an NBO analysis.
Cartesian coordinates (Å):
C: -1.98 0.72 -0.09  0.22
C: 1.69 -0.31 0.69  -0.60
C: 0.96 -0.41 -0.63  -0.76
O: -1.72 -0.02 -1.22  -0.79
O: -1.49 -0.14 0.96  -0.77
P: -0.77 -1.17 -0.44  1.32
H: -1.58 1.77 -0.17  0.14
H: -3.06 0.99 0.21  0.15
H: 1.25 0.31 1.43  0.22
H: 1.73 -1.22 1.17  0.20
H: 2.59 -0.05 0.37  0.21
H: 1.67 -1.05 -1.21  0.23
H: 0.71 0.58 -1.07  0.23

As for the spin multiplicity: 1. The gap between HOMO and LUMO comes out at 9.2 eV. As for the net charge: 0. For the energy above the lowest of the compared OMol25 structures with the same formula, charge and spin, the calculation gives 47.3 kcal per mole. The calculation puts the electronic energy at -16606.6359 eV.